Below is a cluster of 2 separate species, C5H13NO in total in a non-equilibrium geometry, with properties calculated with ωB97M-V with the def2-TZVPD basis set.

Geometry as XYZ:
```
20
Properties=species:S:1:pos:R:3:mulliken_charge:R:1
C 0.4926 -0.8639 2.8780 -0.952
C 0.6982 -1.5826 1.4286 0.641
N 1.9522 -1.4051 0.9108 -0.357
O -0.2471 -2.2396 0.9433 -0.611
H -0.4206 -1.3488 3.3132 0.280
H 0.2999 0.1451 2.5719 0.271
H 1.4479 -0.9212 3.4972 0.325
H 2.2015 -1.8392 0.0152 0.245
H 2.5552 -0.7745 1.2561 0.168
C 0.3086 1.2535 -1.8567 -1.042
C -0.6830 0.6093 -0.8916 0.006
C -2.0413 0.9088 -1.5663 -1.358
H -0.0626 1.2767 -2.8621 0.282
H 1.2330 0.6327 -2.0900 0.268
H 0.2868 2.3030 -1.4099 0.295
H -0.5628 -0.4127 -0.8427 0.283
H -0.5163 1.0083 0.0815 0.207
H -2.0575 2.0541 -1.7175 0.283
H -2.0643 0.7372 -2.6112 0.373
H -2.8205 0.4590 -1.0477 0.392
```

Calculated values
* energy relative to the best compared isomer or geometry (same formula, charge and spin): 38.0 kcal/mol
* spin multiplicity: 1

Below is a structure of composition C5H13NO in a non-equilibrium geometry, with properties calculated with ωB97M-V with the def2-TZVPD basis set.

Geometry as XYZ:
```
20
Properties=species:S:1:pos:R:3:mulliken_charge:R:1
C -0.0630 -0.2081 1.4970 0.543
C 0.8619 -1.2252 -0.9004 -0.951
C 1.3554 1.2749 -0.4781 -1.062
C -0.8775 0.7982 -1.1988 -1.040
C -1.4325 -0.8266 1.7011 -1.108
N 0.2412 0.3301 -0.3882 0.045
O 0.9678 -0.9067 1.7862 -0.694
H -0.0582 0.8841 1.6677 0.226
H 1.0935 -0.9607 -1.9364 0.384
H 1.7581 -1.6005 -0.4223 0.331
H 0.0176 -1.9050 -0.8920 0.349
H -0.5742 0.9428 -2.2423 0.358
H 2.1575 0.9166 0.1643 0.351
H 1.7293 1.3653 -1.5045 0.364
H 1.0466 2.2663 -0.1379 0.366
H -1.6969 0.0846 -1.1497 0.309
H -1.2353 1.7676 -0.8411 0.342
H -1.4487 -1.3342 2.6639 0.349
H -1.6196 -1.5880 0.9436 0.244
H -2.2230 -0.0754 1.6682 0.294
```

Calculated values
* energy relative to the best compared isomer or geometry (same formula, charge and spin): 69.8 kcal/mol
* spin multiplicity: 1

Below is a cluster of 2 separate species, C5H13NO in total in a non-equilibrium geometry, with properties calculated with ωB97M-V with the def2-TZVPD basis set.

Geometry as XYZ:
```
20
Properties=species:S:1:pos:R:3:mulliken_charge:R:1
C 0.2764 1.2381 1.5943 -1.243
C -0.4483 0.7319 0.4584 -0.800
C -0.0857 -0.4936 -0.0327 1.088
C 1.3696 -0.7392 -0.2048 -2.038
N -1.0298 -1.4138 -0.2705 -0.191
C -0.8471 -2.5800 -1.0652 -0.799
H 1.2457 0.6828 1.7916 0.232
H 0.4768 2.2586 1.6743 0.325
H -0.1330 1.0310 2.6093 0.260
H -1.3240 1.0877 -0.0285 0.594
H 1.7063 -1.5621 0.3811 0.349
H 1.8760 0.0547 -0.0048 0.638
H 1.5761 -0.8978 -1.2460 0.529
H -1.8214 -0.9613 0.0822 0.219
H 0.0835 -2.4636 -1.5264 0.309
H -0.8968 -3.5802 -0.5398 0.246
H -1.7001 -2.6418 -1.7998 0.276
O 0.0997 3.7552 -0.6788 -0.639
H -0.4336 3.2259 -1.3075 0.324
H 0.0094 3.2676 0.1135 0.322
```

Calculated values
* energy relative to the best compared isomer or geometry (same formula, charge and spin): 77.2 kcal/mol
* spin multiplicity: 1

Below is an isolated molecule of C5H13NO in a non-equilibrium geometry, with properties calculated with ωB97M-V with the def2-TZVPD basis set.

Geometry as XYZ:
```
20
Properties=species:S:1:pos:R:3:mulliken_charge:R:1
C -0.7309 -1.7204 1.1765 -0.961
C 0.2960 -0.7099 1.7799 -0.421
N 0.3506 0.8389 1.2500 -0.373
C 1.1696 1.0213 -0.0021 -0.652
C 0.3841 1.4602 -1.2561 -0.636
C -0.8562 0.5070 -1.6300 -0.158
O -0.4360 -0.7796 -1.9701 -0.526
H -1.8339 -1.6221 1.3244 0.288
H -0.6063 -2.7297 1.6117 0.350
H -0.5792 -1.8302 0.1428 0.282
H 0.1517 -0.5627 2.9547 0.253
H 1.2161 -1.1536 1.6244 0.346
H -0.6364 1.0292 1.1719 0.307
H 1.7947 0.2378 -0.2681 0.358
H 1.9452 1.8683 0.3017 0.253
H 1.0439 1.3626 -2.1481 0.333
H 0.0183 2.5635 -1.2975 0.319
H -1.4879 0.1147 -0.7157 0.085
H -1.5607 1.0032 -2.3969 0.281
H 0.3574 -0.8985 -1.6535 0.271
```

Calculated values
* energy relative to the best compared isomer or geometry (same formula, charge and spin): 79.2 kcal/mol
* spin multiplicity: 1

Below is a cluster of 2 separate species, C5H13NO in total in a non-equilibrium geometry, with properties calculated with ωB97M-V with the def2-TZVPD basis set.

Geometry as XYZ:
```
20
Properties=species:S:1:pos:R:3:mulliken_charge:R:1
C -0.4930 1.9468 -2.6636 -1.069
C -0.7392 2.4134 -1.2624 0.768
N -1.8510 1.8510 -0.6883 -0.407
O -0.0513 3.2013 -0.6446 -0.624
H 0.4168 2.3809 -3.0547 0.285
H -1.3531 2.2269 -3.2754 0.342
H -0.3517 0.8696 -2.6775 0.302
H -2.0466 2.0330 0.2828 0.224
H -2.4666 1.2539 -1.2068 0.183
C 0.2439 -2.3200 2.3122 -1.132
C 1.1077 -1.2054 1.7041 -0.160
C 1.2035 -1.3382 0.1963 -1.084
H -0.0956 -2.0442 3.3128 0.322
H 0.8093 -3.2370 2.4051 0.300
H -0.6088 -2.4824 1.6634 0.313
H 0.6046 -0.2934 1.9962 0.240
H 2.0633 -1.2540 2.2198 0.268
H 0.1989 -1.3657 -0.1983 0.271
H 1.6758 -0.4398 -0.2062 0.286
H 1.7331 -2.1966 -0.2147 0.371
```

Calculated values
* energy relative to the best compared isomer or geometry (same formula, charge and spin): 3.2 kcal/mol
* spin multiplicity: 1

Below is an isolated molecule of C5H13NO in a non-equilibrium geometry, with properties calculated with ωB97M-V with the def2-TZVPD basis set.

Geometry as XYZ:
```
20
Properties=species:S:1:pos:R:3:mulliken_charge:R:1
C -2.5757 0.8280 0.4506 -1.012
N -1.1599 0.8473 0.2219 -0.327
C -0.5216 -0.2958 -0.4827 0.720
C -1.0299 -0.2126 -1.9322 -1.485
C 0.9802 -0.1695 -0.3666 -0.864
C 1.4928 -0.4475 1.0377 -0.486
O 2.9476 -0.5652 1.0446 -0.529
H -2.7929 1.5963 1.1991 0.389
H -2.9997 -0.1027 0.8483 0.283
H -3.1704 1.1369 -0.4168 0.248
H -0.6301 1.3371 0.9093 0.233
H -0.7887 -1.1917 0.0891 0.205
H -0.4472 -0.8097 -2.6349 0.407
H -1.9780 -0.7732 -1.9161 0.375
H -1.2823 0.7885 -2.2406 0.370
H 1.3769 0.7164 -0.8689 0.359
H 1.3883 -0.9802 -0.9851 0.228
H 1.1697 -1.4159 1.4172 0.285
H 1.2072 0.3320 1.7495 0.298
H 3.2597 0.3348 1.1105 0.301
```

Calculated values
* energy relative to the best compared isomer or geometry (same formula, charge and spin): 34.7 kcal/mol
* spin multiplicity: 1

Below is an isolated molecule of C5H13NO, with properties calculated with ωB97M-V with the def2-TZVPD basis set.

Geometry as XYZ:
```
20
Properties=species:S:1:pos:R:3:mulliken_charge:R:1
C -0.6411 2.0139 1.8897 -1.336
C 0.2068 0.8695 1.3799 -0.287
N 0.0792 0.6858 -0.0653 -0.298
C 1.1170 -0.1768 -0.6245 -0.638
C 0.5522 -1.1503 -1.6629 -0.655
C -0.5651 -2.0161 -1.1291 -0.418
O -1.7966 -1.3024 -1.0835 -0.581
H -1.6750 1.8758 1.5932 0.337
H -0.5777 1.9957 2.9800 0.366
H -0.2759 2.9894 1.5675 0.358
H -0.1007 -0.0467 1.8921 0.294
H 1.2614 1.0514 1.6529 0.385
H 0.1172 1.6128 -0.4743 0.206
H 1.9328 0.3599 -1.1249 0.300
H 1.5864 -0.7325 0.2031 0.396
H 0.1316 -0.5117 -2.4447 0.281
H 1.3473 -1.7460 -2.1103 0.389
H -0.3304 -2.3837 -0.1230 0.246
H -0.7400 -2.8520 -1.8018 0.321
H -1.6294 -0.5360 -0.5141 0.334
```

Calculated values
* energy relative to the best compared isomer or geometry (same formula, charge and spin): 22.2 kcal/mol
* spin multiplicity: 1

Below is an isolated molecule of C5H13NO in a non-equilibrium geometry, with properties calculated with ωB97M-V with the def2-TZVPD basis set.

Geometry as XYZ:
```
20
Properties=species:S:1:pos:R:3:mulliken_charge:R:1
C -0.6346 1.4784 -0.9333 -1.333
C -0.7126 0.6370 0.3816 0.456
C 0.1246 1.3637 1.4492 -1.703
C -0.2383 -0.8045 0.1397 0.012
N -1.1227 -1.4880 -0.8100 -0.617
C 1.2071 -0.8344 -0.3001 -0.749
O 1.5850 -2.1550 -0.7521 -0.566
H -0.1326 0.9825 -1.7761 0.319
H -1.5956 1.7366 -1.3839 0.303
H -0.0387 2.3954 -0.8784 0.360
H -1.7881 0.6601 0.5955 0.432
H 0.2296 0.8903 2.4267 0.342
H 1.1089 1.5096 0.9945 0.417
H -0.2627 2.3704 1.6271 0.420
H -0.2039 -1.1944 1.1709 0.310
H -1.8593 -1.8464 -0.2137 0.271
H -0.6130 -2.2817 -1.1783 0.305
H 1.9267 -0.5980 0.4875 0.347
H 1.4576 -0.1005 -1.0519 0.352
H 1.5626 -2.7211 0.0049 0.323
```

Calculated values
* energy relative to the best compared isomer or geometry (same formula, charge and spin): 27.7 kcal/mol
* spin multiplicity: 1

Number 1: lowest unoccupied orbital energy 0.779 eV, frontier orbital gap 10.53 eV, E_HOMO -9.76 eV. Number 2: lowest unoccupied orbital energy 0.781 eV, frontier orbital gap 9.09 eV, E_HOMO -8.31 eV. Number 3: lowest unoccupied orbital energy 0.827 eV, frontier orbital gap 7.92 eV, E_HOMO -7.09 eV. Number 4: lowest unoccupied orbital energy 0.996 eV, frontier orbital gap 9.93 eV, E_HOMO -8.93 eV. Number 5: lowest unoccupied orbital energy 0.774 eV, frontier orbital gap 10.65 eV, E_HOMO -9.88 eV. Number 6: lowest unoccupied orbital energy 0.956 eV, frontier orbital gap 9.39 eV, E_HOMO -8.44 eV. Number 7: lowest unoccupied orbital energy 1.026 eV, frontier orbital gap 10.13 eV, E_HOMO -9.10 eV. Number 8: lowest unoccupied orbital energy 0.811 eV, frontier orbital gap 10.32 eV, E_HOMO -9.51 eV.